No. 1
Below is C2H8N2OP2 as an isolated structure, with properties calculated with ωB97M-V/def2-TZVPD.

XYZ file:
```
15
C2H8N2OP2 | the Open Molecules 2025 dataset | ωB97M-V/def2-TZVPD
C -0.3826 -0.8587 1.3385
C 1.1345 -1.5283 -0.4080
N -1.3899 1.4583 -0.8154
N -0.0325 -0.7848 -0.0875
O 0.8536 1.0461 -1.8956
P -1.6276 2.9904 -0.8106
P 0.1051 0.7825 -0.7173
H 0.4190 -0.3371 1.9418
H -1.2892 -0.2829 1.5143
H -0.4276 -1.9296 1.6008
H 1.1815 -2.6184 -0.1020
H 1.3224 -1.2159 -1.4771
H 2.0205 -1.0634 0.1441
H -3.1443 2.8098 -1.3399
H 1.2572 1.5319 1.1138
```

spin multiplicity: 1
E_LUMO (spin up / spin down): -1.574 / -1.574 eV
relative energy (zero: lowest compared OMol25 entry of this formula, charge and spin): 329.07 kJ/mol
HOMO (spin up / spin down): -8.87 / -8.87 eV
gap between HOMO and LUMO (spin up / spin down): 7.3 / 7.3 eV


No. 2
Below is C23H22BrN2O2Sn as an isolated structure, with properties calculated with ωB97M-V/def2-TZVPD.

XYZ file:
```
51
C23H22BrN2O2Sn | the Open Molecules 2025 dataset | ωB97M-V/def2-TZVPD
Sn 0.2760 -0.2998 -0.9723
C 4.1110 1.2102 -0.8935
N 3.3311 0.2214 -0.1712
C 3.6028 0.2740 1.2615
C 3.6289 -1.0974 -0.7083
C 2.8022 -2.2300 -0.1241
C 3.4813 -3.4226 0.1305
C 2.8221 -4.5229 0.6651
C 1.4674 -4.4117 0.9527
C 0.7979 -3.2161 0.6777
C 1.4257 -2.0974 0.1122
H 5.1949 1.0012 -0.8347
H 3.9450 2.2073 -0.4851
H 3.8185 1.2146 -1.9473
H 4.6658 0.0511 1.4816
H 2.9838 -0.4540 1.7879
H 3.3709 1.2715 1.6445
H 4.6997 -1.3128 -0.5320
H 3.4941 -1.0611 -1.7958
H 4.5495 -3.4781 -0.0659
H 3.3619 -5.4417 0.8673
H 0.9314 -5.2480 1.3912
H -0.2552 -3.1699 0.9257
Br 1.2835 2.9074 -0.3723
C -0.3756 3.7615 -0.0737
C -0.3255 5.0793 0.2729
C -1.5314 5.7935 0.4589
C -2.7194 5.1581 0.2660
C -2.7694 3.7849 -0.1018
C -4.0213 3.1635 -0.3391
C -4.0567 1.8597 -0.7250
C -2.8554 1.1123 -0.8293
C -1.5952 1.6101 -0.5895
C -1.5706 3.0138 -0.2591
H 0.6304 5.5697 0.3955
H -1.4994 6.8399 0.7386
H -3.6558 5.6940 0.3829
H -4.9298 3.7459 -0.2231
H -5.0100 1.3807 -0.9321
H -2.9701 0.0735 -1.1255
O -1.3501 -2.1615 -2.1902
C -1.9241 -2.1846 -1.0981
C -3.1469 -3.0122 -0.7552
C -3.4395 -2.6104 0.6924
C -2.3206 -1.6314 1.0571
O -2.1886 -1.1347 2.1548
N -1.5061 -1.4307 -0.0475
H -2.9062 -4.0659 -0.8850
H -3.9436 -2.7686 -1.4563
H -3.4172 -3.4384 1.3978
H -4.3920 -2.0971 0.8182
```

spin multiplicity: 1
E_LUMO: 2.786 eV
HOMO: -3.57 eV
net charge: -1
gap between HOMO and LUMO: 6.4 eV


No. 3
Below is an isolated ion of composition C5H9N2S and charge +1, with properties calculated with ωB97M-V/def2-TZVPD.

XYZ file:
```
17
C5H9N2S | the Open Molecules 2025 dataset | ωB97M-V/def2-TZVPD
C -2.1572 1.2244 -0.5246
N -0.9923 0.6523 0.0928
C 0.0601 1.3921 -0.0247
N 1.2440 0.6895 0.1819
C 1.0210 -0.6427 0.5467
C 1.9180 -1.7521 0.0009
S -0.0241 -0.8776 2.0253
C -0.8163 -0.6658 0.4140
H -3.1294 0.7406 -0.2098
H -2.0895 2.2653 -0.3429
H -2.0981 1.1017 -1.5799
H 0.0736 2.4581 -0.2541
H 2.2363 0.9930 0.0696
H 1.8876 -1.8206 -1.1501
H 1.3900 -2.6631 0.3034
H 2.8486 -1.7048 0.5960
H -1.3722 -1.3903 -0.1445
```

spin multiplicity: 1
E_LUMO: -3.761 eV
relative energy (zero: lowest compared OMol25 entry of this formula, charge and spin): 164.87 kJ/mol
HOMO: -13.62 eV
net charge: +1
gap between HOMO and LUMO: 9.9 eV


no.,calculated total energy (a.u.)
1,-948.3389
2,-3937.9834
3,-703.3093